Record 1
11
Properties=species:S:1:pos:R:3:forces:R:3:lowdin_charge:R:1 method="wB97M-V/def2-TZVPD" smiles="C/C=C/[N+](=O)[O-]" fmax_ev_per_a=4.38 relative_energy_ev=4.828 homo_lumo_gap_ev=10.9 e_tot_ev=-8772.866
C -0.7933 -0.3590 -0.0286 -0.167 1.798 -0.402 -0.147
C -1.7281 0.5470 0.1286 -0.615 -1.277 0.288 0.035
C 0.6431 -0.1869 -0.0569 0.719 3.916 1.819 -0.079
N -3.1729 -0.0235 0.0306 2.341 3.500 -0.440 -0.398
O -3.2329 -1.1942 -0.1310 -1.197 -1.615 0.024 0.079
O -4.0631 0.8079 0.0297 -0.105 -0.697 0.222 0.065
H -1.1161 -1.2404 -0.4289 -0.819 -2.717 -0.306 0.086
H -1.4515 1.5685 0.2506 -1.005 0.781 0.424 0.114
H 0.9837 -0.2129 -1.0463 0.875 -0.568 -1.346 0.070
H 1.0598 0.7935 0.4059 -1.173 -1.026 -0.973 0.120
H 1.0778 -0.8383 0.6188 1.145 -2.095 0.692 0.055

---

Record 2
11
Properties=species:S:1:pos:R:3:forces:R:3:lowdin_charge:R:1 method="wB97M-V/def2-TZVPD" smiles="[H]/N=C/N(N)C=O" fmax_ev_per_a=3.47 relative_energy_ev=1.999 homo_lumo_gap_ev=10.5 e_tot_ev=-8671.643
C 0.4824 0.1882 -1.3073 0.045 0.236 -0.080 -0.245
C -0.3960 0.5387 0.9236 -0.210 -1.104 0.317 -0.268
H 0.9138 -2.0513 0.6660 -2.226 1.080 -1.247 0.140
H -0.8423 -1.8671 0.6110 2.305 0.121 -1.081 0.131
H 0.7221 -0.6451 -1.9953 -0.224 0.483 0.249 0.128
H 0.6994 1.5423 -2.5512 0.162 0.231 0.334 0.049
H -0.3990 1.5627 0.5641 -0.055 0.381 0.266 0.120
N 0.0787 -1.6730 0.0597 -0.394 -2.108 2.725 0.031
N 0.1347 -0.3010 -0.0469 0.332 1.031 -0.220 -0.199
N 0.5123 1.4369 -1.5513 -0.047 -0.793 -0.617 0.081
O -0.8366 0.1071 1.9722 0.312 0.441 -0.647 0.032

---

Record 3
22
Properties=species:S:1:pos:R:3:forces:R:3:lowdin_charge:R:1 method="wB97M-V/def2-TZVPD" smiles=Cc1cncnc1-c1ccncc1 fmax_ev_per_a=3.48 relative_energy_ev=0.000 homo_lumo_gap_ev=9.6 e_tot_ev=-14985.516
C -0.1423 -1.8659 -1.3088 -1.337 -0.900 0.763 -0.053
C -0.9311 -0.5761 -1.2642 1.699 0.620 0.933 -0.216
C -1.9612 -0.2780 -2.0902 -1.117 -0.456 -2.659 -0.098
C -2.2488 1.7133 -1.1981 -0.880 1.898 -0.296 -0.213
C -0.5874 0.4476 -0.3522 -0.084 0.437 0.854 -0.187
C 0.4728 0.3790 0.7010 -0.596 0.242 -1.406 -0.170
C 1.6639 -0.2295 0.4130 1.008 -0.716 -1.650 -0.037
C 2.6077 -0.3112 1.4041 0.872 -0.053 -0.569 -0.184
C 1.2573 0.7754 2.8983 1.043 -0.398 -1.589 -0.097
C 0.2979 1.0265 1.9226 -1.009 -0.569 1.385 -0.011
H 0.8813 -1.7990 -1.7293 -0.706 -0.019 0.640 0.079
H -0.2411 -2.2523 -0.2410 1.024 0.189 -1.331 0.117
H -0.6932 -2.6149 -1.9047 0.201 0.377 0.037 0.078
H -2.1164 -1.0349 -2.9100 -0.461 0.877 0.866 0.132
H -2.7798 2.6861 -1.2286 0.454 -0.537 0.413 0.114
H 1.9945 -0.6048 -0.5996 -0.917 0.491 1.338 0.127
H 3.5839 -0.7229 1.2249 0.292 -0.334 -0.316 0.106
H 1.1056 1.1038 3.9061 0.179 0.159 0.398 0.095
H -0.6690 1.5403 2.1986 1.327 -0.596 -0.580 0.132
N -2.6880 0.8844 -2.1338 1.791 -1.662 1.092 0.094
N -1.2461 1.5967 -0.3078 -1.086 -0.316 -1.087 0.133
N 2.4396 0.1364 2.5999 -1.698 1.267 2.761 0.061

---

Record 4
34
Properties=species:S:1:pos:R:3:forces:R:3:lowdin_charge:R:1 method="wB97M-V/def2-TZVPD" smiles=CB(O)n1nc(N)[nH+]c1CCCCCN total_charge=+1 fmax_ev_per_a=6.42 homo_lumo_gap_ev=8.7 e_tot_ev=-18771.447
C -2.7049 -2.2936 -2.0961 1.176 0.685 0.231 -0.014
B -2.0853 -1.0930 -1.1598 -3.411 0.449 -0.186 -0.382
O -2.9106 -0.0815 -0.5299 2.232 -2.389 -0.354 0.087
N -0.5814 -1.0964 -0.9964 3.550 3.194 -0.448 0.025
N -0.0763 -2.2969 -0.5666 6.072 2.082 -0.159 0.170
C 1.3330 -2.0129 -0.5022 -1.068 -1.297 0.556 -0.233
N 2.3414 -2.9982 -0.0406 -2.326 2.835 0.688 0.112
N 1.7013 -0.6640 -0.8950 -5.806 -2.094 -0.190 0.210
C 0.4085 -0.1024 -1.2072 -0.679 -0.639 0.391 -0.083
C 0.0909 1.3847 -1.6681 -0.719 0.461 0.103 -0.093
C 0.9383 2.5049 -0.8932 1.546 -0.827 0.156 -0.185
C 1.0288 2.3125 0.6990 -0.729 1.280 0.409 -0.202
C -0.3298 1.8118 1.4068 0.888 -0.799 0.889 -0.163
C -0.0017 0.3740 2.0989 -0.293 -0.067 -0.404 -0.279
N 0.5846 0.5846 3.4879 -0.061 -1.455 -1.096 -0.022
H -1.9799 -2.3600 -2.9964 -1.253 -0.158 1.296 0.090
H -3.7567 -2.0689 -2.4660 1.393 -0.452 0.661 0.084
H -2.6168 -3.2690 -1.5094 -0.311 1.103 -0.967 0.084
H -3.6325 -0.5055 -0.0140 0.292 0.475 -0.869 0.127
H 3.0279 -2.4280 0.5000 -0.297 -0.738 -0.673 0.102
H 1.8451 -3.5399 0.7005 0.468 0.100 -0.946 0.112
H 2.6055 -0.1800 -0.9361 -0.613 -0.469 0.016 0.180
H 0.2069 1.5346 -2.8083 0.070 -0.603 1.799 0.144
H -1.0230 1.6171 -1.4608 1.691 -0.869 -0.254 0.125
H 2.0243 2.4291 -1.2894 -1.645 0.342 0.500 0.115
H 0.5800 3.5564 -1.1482 0.195 -1.634 0.210 0.128
H 1.2551 3.3582 1.1365 -0.128 -1.692 -0.800 0.123
H 1.8907 1.6429 1.0451 -1.135 0.853 -0.760 0.100
H -1.2339 1.7524 0.7107 1.315 0.093 0.934 0.093
H -0.5600 2.5108 2.2942 0.173 -1.115 -1.522 0.121
H -0.9319 -0.3086 2.1302 1.318 1.218 0.124 0.116
H 0.7965 -0.2163 1.5146 -1.348 0.934 0.368 0.075
H 1.5869 0.3190 3.4035 -0.923 0.465 0.371 0.066
H 0.1789 -0.1775 4.0556 0.364 0.726 -0.072 0.067

---

Record 5
18
Properties=species:S:1:pos:R:3:forces:R:3:lowdin_charge:R:1 method="wB97M-V/def2-TZVPD" total_charge=+1 fmax_ev_per_a=0.72 relative_energy_ev=2.129 homo_lumo_gap_ev=9.3 e_tot_ev=-7768.502
C -1.8226 0.8112 -0.0351 0.115 0.041 0.132 -0.182
C -1.4187 0.8153 -1.3038 -0.218 0.206 -0.020 -0.102
N -0.2985 -0.0419 -1.7089 0.143 -0.029 -0.132 0.190
N -2.7855 1.6232 0.4881 -0.255 -0.669 0.039 0.098
H -1.3161 0.1498 0.6636 -0.096 0.120 0.150 0.126
H -1.8453 1.4402 -2.0700 0.113 -0.093 -0.214 0.125
H 0.3311 0.4489 -2.3460 0.047 0.056 -0.016 0.177
H 0.2698 -0.3205 -0.9045 0.027 -0.018 0.099 0.102
H -0.5877 -0.9002 -2.1830 -0.105 -0.022 -0.057 0.177
H -3.4765 1.9660 -0.1643 0.101 0.220 0.001 0.113
H -3.2252 1.2623 1.3245 0.133 0.207 0.028 0.112
C 2.0107 -0.7481 0.7857 0.022 -0.109 0.100 -0.224
N 3.0094 -1.5252 1.5135 -0.372 0.171 0.193 -0.046
H 1.0974 -0.5246 1.3571 -0.024 0.056 0.016 0.061
H 1.7246 -1.3058 -0.1121 0.075 -0.154 -0.063 0.054
H 2.4475 0.1939 0.4588 0.052 0.074 0.010 0.080
H 3.3085 -0.9941 2.3237 0.201 0.092 -0.092 0.070
H 2.5772 -2.3505 1.9125 0.038 -0.149 -0.172 0.067